# 1
This record from the OMol25 dataset describes a cluster of 7 separate species, C13H42N12O7 in total at a distorted geometry. The level of theory is wB97M-V/def2-TZVPD.

DFT total energy   -1704.3989 Ha
E_HOMO   -8.722 eV
Charge   0
SMILES   COC[C@H](C)N.COC[C@H](C)N.NC(N)=O.NC(N)=O.NC(N)=O.NC(N)=O.NC(N)=O
LUMO energy   0.0 eV
Relative energy (zero: lowest compared OMol25 entry of this formula, charge and spin)   49.1 kcal/mol

Structure (XYZ):
```
74
Properties=species:S:1:pos:R:3:forces:R:3
C -1.963075 -3.137460 -3.445819 0.852 1.128 0.364
O -2.633056 -1.943042 -3.814679 -1.984 -0.460 -0.288
C -1.928664 -0.985424 -4.544647 2.428 -0.945 -0.315
C -1.151710 -1.574327 -5.772227 -1.582 1.118 -0.262
C -0.420386 -0.460636 -6.491884 1.524 0.072 0.183
N -2.138743 -2.044506 -6.763069 -0.189 -0.307 0.201
H -2.591263 -3.746305 -2.800962 -0.309 0.178 -0.172
H -1.124593 -2.776209 -2.835806 0.381 -0.671 -0.036
H -1.619126 -3.719086 -4.300646 -0.024 -0.045 0.006
H -2.593758 -0.214785 -4.929733 -0.198 0.012 0.409
H -1.143239 -0.590486 -3.879583 -0.149 0.570 0.027
H -0.432200 -2.310055 -5.415113 -0.198 -0.344 -0.352
H -1.067642 0.362897 -6.796749 -0.012 0.144 0.412
H 0.100952 -0.759701 -7.404513 -0.450 -0.566 -0.090
H 0.436804 -0.141767 -5.888242 -0.385 0.592 0.230
H -2.949768 -2.471219 -6.318121 0.307 -0.356 0.224
H -2.542271 -1.172886 -7.097378 0.016 -0.121 -0.461
C 5.121168 0.364906 0.779574 1.006 -0.371 0.542
O 4.047397 0.986429 1.393702 -0.941 0.281 1.457
C 3.287660 1.940632 0.698976 -0.436 -1.364 -1.666
C 2.155470 2.545828 1.543448 1.339 2.579 -0.991
C 1.211418 3.461569 0.711026 -0.582 -1.044 -0.160
N 2.859622 3.526647 2.407628 -0.042 -0.771 1.459
H 5.610042 -0.282751 1.514284 -0.409 0.032 0.276
H 5.924520 1.083114 0.575613 -0.227 0.043 -0.850
H 4.847584 -0.341242 -0.011845 -0.043 0.563 -0.523
H 3.920219 2.697935 0.218940 0.141 0.485 0.576
H 2.881961 1.427051 -0.189364 -0.328 -0.112 0.243
H 1.606006 1.790037 2.095691 0.176 0.075 0.241
H 0.615154 4.077115 1.383075 -0.036 -0.139 0.198
H 0.532947 2.912445 0.050081 0.086 0.266 0.291
H 1.776845 4.150570 0.080334 0.168 -0.033 0.439
H 2.269629 3.781682 3.191791 0.083 -0.048 0.081
H 3.026223 4.390925 1.910604 0.003 -0.080 -0.250
N 1.963333 2.895390 -1.910984 0.592 0.180 -1.154
C 1.176723 1.809899 -2.082072 -0.568 0.392 0.714
N 1.822655 0.755744 -2.632188 -0.423 -0.289 0.116
O 0.013645 1.776471 -1.659292 0.349 -0.302 -0.833
H 1.605507 3.822574 -1.775019 -0.210 -0.279 -0.045
H 2.944869 2.783338 -2.088361 0.048 0.305 -0.066
H 1.358576 -0.135609 -2.581487 0.160 -0.026 -0.237
H 2.628687 0.907783 -3.206430 0.067 -0.294 -0.053
N -1.375479 2.424612 5.028799 0.680 0.222 -0.289
C -1.456993 1.319479 4.221804 1.509 0.474 1.958
N -2.674101 0.796121 4.143154 -0.253 -0.735 -1.050
O -0.396188 0.803009 3.817307 -1.121 0.481 -0.703
H -2.137417 3.035135 5.257948 -0.137 -0.095 -0.145
H -0.439109 2.776780 5.137624 -0.120 0.127 0.045
H -2.698959 -0.112663 3.694689 -0.617 0.013 0.212
H -3.339932 1.046467 4.849672 -0.242 -0.181 -0.132
N 0.767201 -1.855984 4.248286 -1.763 0.523 0.185
C 1.696085 -1.960325 3.293658 3.349 -0.150 1.063
N 1.645257 -0.867344 2.487698 -0.387 0.365 -1.290
O 2.645178 -2.754119 3.312588 -1.138 0.101 -0.648
H 0.757281 -2.364047 5.109863 0.236 -0.222 -0.157
H 0.311754 -0.954261 4.148202 -0.494 -0.581 1.098
H 2.431528 -0.608617 1.917947 0.105 -0.155 0.117
H 0.944427 -0.167280 2.690012 0.440 -0.158 -0.263
N -2.487585 -2.339533 3.718235 0.228 1.033 1.379
C -3.304474 -3.408374 3.538312 0.004 -0.755 -0.281
N -3.637231 -3.487293 2.221803 -0.607 -0.461 -0.053
O -3.650004 -4.188292 4.421040 -0.026 0.618 -0.406
H -2.217561 -2.128168 4.663076 0.235 -0.253 -0.107
H -2.068221 -1.840134 2.944654 0.175 -0.329 -0.126
H -4.148152 -4.280381 1.880731 0.112 0.007 0.065
H -3.168699 -2.848759 1.603411 -0.054 -0.099 -0.476
N -1.811669 -0.644752 -1.030511 0.807 0.598 -0.191
C -1.534186 -0.565743 0.301049 -1.144 -1.957 0.466
N -0.906949 0.533177 0.707190 0.177 0.402 -0.319
O -1.870566 -1.489960 1.071375 -0.004 0.855 -0.220
H -2.577281 -1.187595 -1.382589 0.088 -0.172 0.041
H -1.390060 0.077845 -1.596277 -0.455 -0.009 -0.275
H -0.615085 1.162516 -0.033975 0.131 0.286 0.691
H -0.738933 0.635000 1.694672 0.284 0.159 -0.067
```
Forces are in eV/Å.

=====

# 2
This record from the OMol25 dataset describes a structure of composition C33H48F5N3SSbSn. The level of theory is wB97M-V/def2-TZVPD.

DFT total energy   -2802.2554 Ha
E_HOMO (alpha / beta)   -9.913 / -9.914 eV
Charge   +1
LUMO energy (alpha / beta)   -5.2 / -5.2 eV

Structure (XYZ):
```
92
Properties=species:S:1:pos:R:3:forces:R:3
Sn -0.439940 0.180961 -0.062071 0.522 0.145 -0.124
F 5.959758 -1.632205 2.575846 0.267 -0.115 0.021
C 4.739413 -1.129676 2.487683 0.104 -0.040 0.075
C 4.185738 -0.866129 1.256840 -0.021 0.011 -0.115
F 4.879115 -1.108047 0.151743 0.107 -0.050 -0.233
C 2.915121 -0.341625 1.181984 -0.026 0.059 0.107
F 2.427800 -0.084782 -0.039195 -0.118 0.107 -0.365
C 2.149583 -0.060957 2.300683 -0.146 0.010 -0.026
S 0.547729 0.667118 2.254476 0.081 0.033 -0.156
C 2.740415 -0.340518 3.527053 -0.110 0.016 0.020
F 2.071011 -0.100595 4.654714 -0.077 0.019 0.109
C 4.012345 -0.864024 3.627709 -0.031 -0.001 0.179
F 4.541124 -1.120637 4.817864 0.035 -0.016 0.142
C -1.967658 5.298253 0.270205 0.076 0.211 0.051
C -0.453468 5.134066 0.375603 -0.010 -0.271 0.002
C 0.025812 5.226687 1.825100 -0.104 0.186 -0.017
Sb 0.179830 3.235257 -0.468308 -0.095 0.017 -0.102
C -0.142633 3.472846 -2.600443 -0.057 0.019 0.180
C 0.780513 2.507421 -3.342793 0.019 0.086 -0.073
C -1.609765 3.224952 -2.954338 0.108 0.012 -0.153
C 2.335858 3.476027 -0.472550 -0.128 0.216 0.096
C 2.717667 4.717555 -1.286390 0.172 -0.071 0.058
C 2.954218 3.509839 0.934466 0.110 0.025 -0.132
H -2.260494 6.276673 0.674150 0.024 -0.145 -0.050
H -2.483438 4.534176 0.855756 -0.013 -0.013 -0.016
H -2.328450 5.248416 -0.759792 0.032 -0.006 0.085
H 0.048416 5.880590 -0.244265 -0.014 0.045 0.040
H -0.401895 4.425287 2.437094 0.036 0.057 -0.056
H -0.296582 6.182714 2.258714 0.034 -0.141 -0.038
H 1.111757 5.175635 1.913025 -0.135 0.003 -0.008
H 0.125805 4.505598 -2.838280 -0.027 -0.027 -0.035
H 0.534837 1.468397 -3.106373 -0.005 -0.009 0.006
H 1.837699 2.662682 -3.107812 -0.139 -0.012 -0.048
H 0.662416 2.632029 -4.424416 0.003 -0.032 0.062
H -1.922987 2.218178 -2.656924 0.015 0.036 -0.016
H -1.754173 3.306394 -4.038862 0.003 -0.022 0.115
H -2.282996 3.939480 -2.477903 0.038 -0.042 -0.026
H 2.674792 2.579886 -0.993714 0.044 -0.047 0.008
H 2.349118 5.632146 -0.808264 0.047 -0.108 -0.051
H 2.335692 4.690067 -2.310540 0.054 0.007 0.124
H 3.811508 4.799968 -1.345413 -0.164 0.011 0.012
H 2.987776 4.535295 1.317192 0.008 -0.162 -0.058
H 3.986982 3.146031 0.897313 -0.076 0.082 -0.006
H 2.415188 2.901349 1.661264 -0.009 -0.061 -0.017
N -0.116642 -2.415513 0.248378 -0.159 -0.485 0.321
C -0.235191 -3.571754 0.202287 0.199 -0.490 -0.152
N -0.311168 -4.887284 0.115853 -0.082 0.470 0.025
C -0.322368 -5.741894 1.320300 0.147 0.041 -0.273
C 0.689054 -6.903429 1.166665 -0.020 0.109 -0.142
C 1.477070 -6.784322 -0.139689 -0.125 -0.001 0.017
C 0.517441 -6.731052 -1.329594 0.004 0.094 0.148
C -0.478158 -5.554609 -1.193521 0.142 -0.009 0.271
H -1.334142 -6.118673 1.470445 -0.085 -0.014 0.000
H -0.075451 -5.114989 2.170603 0.044 0.090 0.054
H 0.152827 -7.854193 1.168738 0.006 0.010 0.023
H 1.367243 -6.915046 2.018496 -0.004 -0.011 0.021
H 2.145807 -7.638637 -0.244318 0.006 0.022 0.003
H 2.100752 -5.887066 -0.120341 0.013 -0.023 -0.005
H -0.034990 -7.671477 -1.377790 0.005 0.016 -0.022
H 1.072629 -6.636225 -2.261880 -0.015 -0.007 -0.010
H -1.507694 -5.901459 -1.278067 -0.093 -0.012 0.012
H -0.319020 -4.808683 -1.964461 0.044 0.107 -0.049
C -1.659179 -1.048817 4.477223 -0.059 -0.002 0.111
C -2.114795 -1.311804 3.041924 -0.229 -0.201 0.017
C -2.428604 -2.807676 2.819325 -0.090 0.045 -0.055
C -3.325761 -0.527605 2.652982 -0.064 -0.032 -0.201
C -4.402549 -0.480105 3.502626 -0.217 0.104 0.148
C -5.599079 0.108327 3.093587 0.057 -0.015 -0.070
C -5.778396 0.640697 1.807189 -0.100 -0.035 0.145
C -4.749882 0.662872 0.904153 0.008 -0.068 0.069
C -5.017323 1.216464 -0.474443 0.341 -0.042 -0.083
C -4.584914 0.280304 -1.615742 -0.118 -0.027 0.173
C -4.405837 2.617632 -0.620751 -0.063 0.049 0.041
C -3.422159 0.169896 1.343166 0.140 -0.193 -0.116
N -2.382588 0.468916 0.650790 -0.573 0.258 0.305
H -0.657339 -1.459753 4.619497 -0.080 0.015 -0.004
H -2.324390 -1.522761 5.207955 0.094 0.072 -0.079
H -1.608624 0.021775 4.690881 0.026 -0.107 -0.022
H -1.306733 -1.047028 2.378754 0.184 0.050 -0.181
H -3.280845 -3.123706 3.429654 0.102 0.021 -0.040
H -1.560063 -3.403950 3.109312 -0.048 0.060 -0.026
H -2.660811 -3.015719 1.768385 0.039 0.030 0.159
H -4.333941 -0.926548 4.489618 -0.052 0.067 -0.124
H -6.439564 0.117554 3.784007 0.097 0.005 -0.091
H -6.749874 1.029218 1.521049 0.054 -0.037 0.068
H -6.099290 1.323079 -0.541747 -0.117 0.027 0.028
H -3.505884 0.154776 -1.635275 0.084 0.017 -0.008
H -4.900742 0.703521 -2.571926 0.000 -0.023 0.077
H -5.045448 -0.708422 -1.513682 0.047 0.136 -0.020
H -3.319245 2.559991 -0.578225 -0.008 0.030 -0.003
H -4.754074 3.285716 0.174828 0.050 -0.085 -0.117
H -4.701592 3.048809 -1.581361 0.035 -0.045 0.084
```
Forces are in eV/Å.

=====

# 3
This record from the OMol25 dataset describes a cluster of 5 separate species, C27H24Br2Cl2F35O4S in total at a distorted geometry. The level of theory is wB97M-V/def2-TZVPD.

DFT total energy   -11305.8340 Ha
E_HOMO   -12.947 eV
Charge   +1
LUMO energy   -3.5 eV

Structure (XYZ):
```
95
Properties=species:S:1:pos:R:3:forces:R:3
C 5.827518 0.717553 2.668191 -0.235 -0.359 -0.123
C 4.800911 1.470276 1.910522 -0.370 0.373 0.184
Cl 4.749156 1.210611 0.220592 0.056 -0.062 -0.363
C 3.935240 2.330314 2.452316 0.018 -0.496 -0.188
Cl 3.889856 2.720001 4.109521 0.076 0.105 0.242
S 2.752071 3.237739 1.497546 0.328 0.944 0.172
C 1.186466 3.182639 2.438594 -0.638 -0.420 -0.710
C 0.117549 2.397682 1.653208 1.032 0.292 -0.296
C 0.207756 0.914368 1.895072 -0.792 -0.451 0.120
F 1.496711 0.506612 1.682780 0.192 0.008 -0.045
Br -0.912052 0.060483 0.561350 -0.021 -0.018 0.213
C -0.183213 0.429196 3.356132 -0.208 -0.874 -0.143
F -0.893180 -0.725466 3.317012 0.598 0.596 0.012
F 0.951508 0.171492 4.042431 -0.429 0.338 -0.225
Br -1.262269 1.705063 4.317013 -0.015 0.016 0.148
H 5.995742 -0.218249 2.149997 0.275 -0.133 -0.088
H 6.747727 1.284910 2.722645 0.275 0.076 0.010
H 5.482137 0.473398 3.662663 -0.044 0.138 0.301
H 2.553213 2.424809 0.442272 -0.111 -0.344 0.245
H 0.876581 4.215823 2.493654 0.090 0.283 0.264
H 1.383291 2.768807 3.417873 0.168 0.089 0.204
H 0.316694 2.546255 0.595260 -0.177 -0.015 -0.260
H -0.870262 2.799262 1.811651 -0.241 -0.012 0.276
C -5.937635 2.146029 6.003749 -0.001 -0.011 0.587
C -6.020536 3.101488 4.805002 0.340 -0.257 0.006
C -7.254616 3.030270 3.905684 -0.195 0.114 -0.151
F -7.379509 1.825211 3.322166 0.069 0.005 0.093
F -7.115409 3.959894 2.924261 0.044 -0.024 0.046
F -4.890891 2.981142 4.061041 -0.059 -0.024 -0.112
F -6.019291 4.364529 5.310241 -0.267 0.024 0.129
O -5.132415 0.992307 5.844474 -0.016 -0.021 -0.543
C -5.608501 -0.197611 5.340022 -0.179 0.198 0.454
C -4.922526 -0.544009 4.016306 0.217 -0.212 -0.346
F -5.134931 0.422969 3.097956 -0.032 0.020 0.044
F -5.423060 -1.699284 3.528668 -0.022 0.060 0.133
F -6.949168 -0.213123 5.226959 0.182 0.133 -0.071
F -5.264612 -1.160083 6.221578 -0.035 -0.019 -0.080
H -5.414397 2.717196 6.769221 0.025 0.044 -0.020
H -6.918651 1.916773 6.419976 -0.105 -0.088 -0.269
H -8.160403 3.254889 4.474856 0.026 0.000 0.010
H -3.845247 -0.653040 4.164242 -0.033 -0.009 0.114
C 0.586255 -1.819456 -2.563595 -0.130 -0.131 0.661
C 0.768209 -0.614412 -3.500588 0.429 -0.362 -0.139
C -0.328017 -0.333499 -4.531039 -0.163 0.241 -0.104
F -0.459898 -1.351953 -5.398117 0.079 -0.024 0.090
F 0.014460 0.775249 -5.227973 0.002 -0.049 0.063
F 1.969768 -0.682396 -4.104691 -0.070 0.029 -0.014
F 0.794546 0.491219 -2.684262 -0.165 0.062 0.073
O 1.272966 -3.013418 -2.871591 0.061 0.146 -0.647
C 0.734473 -3.968295 -3.710803 -0.227 0.083 0.467
C 1.590378 -4.172102 -4.963040 0.282 -0.104 -0.308
F 1.708560 -3.019660 -5.654598 -0.117 0.015 0.089
F 0.989378 -5.084464 -5.758909 -0.023 0.026 0.102
F -0.550993 -3.698810 -4.015782 0.186 0.031 -0.038
F 0.747855 -5.136234 -3.035172 -0.031 -0.006 -0.031
H 1.039567 -1.501383 -1.625254 0.055 0.034 -0.019
H -0.465455 -2.001473 -2.337072 -0.080 0.027 -0.278
H -1.286586 -0.151508 -4.035075 0.022 -0.034 0.004
H 2.586231 -4.528441 -4.691169 -0.051 -0.017 0.072
C 6.053564 -9.208128 -5.268818 0.139 -0.652 -0.044
C 5.384488 -8.214150 -4.305502 0.466 0.246 -0.132
C 4.030016 -7.633349 -4.713720 -0.311 0.051 0.029
F 4.111914 -6.914913 -5.851541 0.127 -0.029 0.010
F 3.601076 -6.795286 -3.735010 0.031 -0.011 0.016
F 6.243393 -7.216675 -4.001155 -0.097 0.008 -0.055
F 5.144376 -8.903343 -3.153548 -0.130 -0.110 -0.016
O 7.076549 -8.725609 -6.121104 -0.247 0.659 0.021
C 6.803397 -8.183776 -7.356145 -0.066 -0.544 0.116
C 7.241368 -6.718806 -7.444692 0.099 0.236 -0.062
F 6.614061 -5.972994 -6.511461 -0.062 -0.067 -0.008
F 6.912802 -6.236114 -8.663796 0.011 -0.056 0.058
F 5.512209 -8.341747 -7.709361 0.122 0.111 0.108
F 7.548919 -8.859017 -8.258173 -0.028 0.022 -0.036
H 6.573518 -9.908437 -4.617342 0.025 0.045 0.056
H 5.317061 -9.798214 -5.814500 -0.148 0.208 -0.057
H 3.287651 -8.425317 -4.842181 0.043 -0.017 0.006
H 8.320493 -6.639517 -7.299120 -0.013 -0.051 -0.010
C -3.471940 5.341242 2.620521 -0.171 -0.590 -0.040
C -3.557545 6.416871 3.716685 0.459 0.023 -0.237
C -4.671238 7.459233 3.604322 -0.231 0.170 0.202
F -4.545864 8.193956 2.481599 0.092 -0.103 -0.034
F -4.587374 8.294571 4.664835 0.034 -0.080 -0.066
F -2.353540 7.019644 3.853495 -0.076 0.045 -0.040
F -3.803284 5.743963 4.875069 0.010 0.023 0.021
O -2.511115 5.514716 1.585887 0.116 0.608 0.058
C -2.799675 6.215384 0.434748 -0.354 -0.404 0.129
C -1.912102 7.454691 0.279171 0.080 0.276 -0.065
F -2.067225 8.287746 1.324995 -0.049 -0.086 -0.024
F -2.268615 8.106885 -0.847770 0.029 -0.096 0.075
F -4.104137 6.518751 0.338108 0.230 0.030 0.082
F -2.499254 5.397285 -0.603689 0.039 -0.014 -0.041
H -3.124548 4.452440 3.142415 0.028 0.007 0.049
H -4.454353 5.085617 2.223941 -0.055 0.231 -0.031
H -5.651987 6.974650 3.615456 0.033 -0.029 -0.029
H -0.862108 7.159653 0.211415 -0.019 -0.033 -0.023
```
Forces are in eV/Å.

=====

Look up the DFT total energy of the first one.
-1704.3989 Ha

=====

Which value of charge does entry 3 give?
+1

=====

Which of these has the lowest charge?
C13H42N12O7